Entry 1:
2 unconnected molecules or ions with the total composition CH5NO2S in a non-equilibrium geometry. Source: the Open Molecules 2025 dataset; level of theory: ωB97M-V/def2-TZVPD.

CARTESIAN COORDINATES (ANGSTROEM)
C 1.058 -1.863 0.253
N -1.992 1.778 -0.583
O 1.149 0.766 0.391
O 1.691 -1.656 1.490
S 2.020 -0.392 0.447
H -0.005 -1.730 0.271
H -1.787 1.491 -1.535
H 1.361 -2.707 -0.353
H -2.390 2.703 -0.373
H -1.105 1.610 -0.006

- Orbital gap: 9.85 eV
- HOMO energy: -9.37 eV
- ΔE to the lowest compared entry with this formula, charge and spin: 260.4 kJ/mol

=====

Entry 2:
A molecular structure, C3H7N3O in a non-equilibrium geometry. Source: the Open Molecules 2025 dataset; level of theory: ωB97M-V/def2-TZVPD.

CARTESIAN COORDINATES (ANGSTROEM)
C 0.955 0.852 1.441
N -0.751 0.269 -1.070
C 0.179 -0.409 1.207
N 0.455 0.697 -1.639
C -0.810 -0.851 -0.399
N -1.582 -1.824 -0.237
O 0.054 -1.295 2.018
H 0.809 0.003 -2.299
H 0.266 1.550 -2.161
H -1.423 -2.281 0.670
H -1.584 -0.194 -2.031
H 1.545 0.763 2.358
H 0.253 1.684 1.532
H 1.634 1.038 0.610

- Orbital gap: 8.92 eV
- HOMO energy: -8.39 eV
- ΔE to the lowest compared entry with this formula, charge and spin: 465.6 kJ/mol

=====

Entry 3:
A molecular structure, C17H23NOY. Source: the Open Molecules 2025 dataset; level of theory: ωB97M-V/def2-TZVPD.

CARTESIAN COORDINATES (ANGSTROEM)
Y -0.026 -1.784 -0.456
C 0.053 2.264 0.880
C 0.820 0.977 0.796
C 1.633 0.735 -0.327
C 1.830 1.798 -1.369
C 2.304 -0.496 -0.471
C 3.154 -0.757 -1.689
C 2.201 -1.456 0.557
C 3.016 -2.730 0.472
C 1.350 -1.237 1.656
C 1.116 -2.336 2.672
C 0.701 0.005 1.808
C -0.096 0.261 3.056
H 0.683 3.081 1.241
H -0.798 2.190 1.550
H -0.321 2.559 -0.100
H 2.849 1.781 -1.752
H 1.649 2.791 -0.970
H 1.163 1.657 -2.224
H 4.146 -0.311 -1.571
H 2.712 -0.323 -2.584
H 3.301 -1.819 -1.870
H 3.986 -2.520 0.028
H 2.567 -3.525 -0.145
H 3.189 -3.152 1.456
H 1.763 -2.213 3.545
H 1.322 -3.328 2.272
H 0.090 -2.331 3.035
H -1.114 -0.129 2.983
H -0.161 1.321 3.280
H 0.368 -0.220 3.915
O -1.598 -0.453 -0.827
N -2.714 0.158 -1.245
C -3.681 0.403 -0.345
C -4.828 1.051 -0.747
C -4.962 1.440 -2.072
C -3.942 1.167 -2.972
C -2.808 0.518 -2.535
H -3.485 0.054 0.656
H -5.602 1.242 -0.018
H -5.855 1.952 -2.401
H -4.014 1.449 -4.012
H -1.962 0.268 -3.156

- Orbital gap (alpha / beta): 6.35 / 8.60 eV
- Total charge: +2
- HOMO energy (alpha / beta): -12.78 / -15.71 eV
- 2S+1: 2

=====

Entry 4:
A gas-phase ion, C5H7N2O (charge +1) in a non-equilibrium geometry. Source: the Open Molecules 2025 dataset; level of theory: ωB97M-V/def2-TZVPD.

CARTESIAN COORDINATES (ANGSTROEM)
C -0.040 -0.148 -0.396
C 0.172 1.526 0.910
C 0.309 -1.327 -0.901
C 0.641 2.668 1.781
C -0.588 -1.887 -1.931
N -1.067 1.593 0.368
N -1.109 0.564 -0.414
O 0.877 0.555 0.640
H 1.259 -1.859 -0.778
H -0.151 3.447 1.927
H 1.066 2.120 2.644
H 1.657 3.023 1.379
H -0.021 -2.273 -2.868
H -1.388 -1.205 -2.121
H -1.038 -2.688 -1.268

- Orbital gap: 8.79 eV
- Total charge: +1
- HOMO energy: -15.82 eV
- SMILES: C/C=C1\N=[N+]=C(C)O1
- ΔE to the lowest compared entry with this formula, charge and spin: 274.8 kJ/mol

=====

Entry 5:
A gas-phase ion, H4N (charge +1). Source: the Open Molecules 2025 dataset; level of theory: ωB97M-V/def2-TZVPD.

CARTESIAN COORDINATES (ANGSTROEM)
N -0.018 -0.005 -0.010
H 0.094 0.276 -0.993
H -0.512 -0.907 0.090
H 0.924 -0.097 0.385
H -0.488 0.733 0.528

- Orbital gap: 20.18 eV
- Total charge: +1
- HOMO energy: -24.99 eV
- SMILES: [NH4+]
- ΔE to the lowest compared entry with this formula, charge and spin: 1.6 kJ/mol

=====

Entry 6:
A molecular structure, C16H21Cl5CrNS3 in a non-equilibrium geometry. Source: the Open Molecules 2025 dataset; level of theory: ωB97M-V/def2-TZVPD.

CARTESIAN COORDINATES (ANGSTROEM)
Cr 0.072 0.678 0.293
Cl 0.840 1.678 3.154
C 0.014 0.167 3.213
C -0.263 -0.359 1.937
C -0.997 -1.562 1.971
Cl -1.420 -2.169 0.414
C -1.396 -2.195 3.123
Cl -2.310 -3.660 3.073
C -1.055 -1.639 4.365
Cl -1.531 -2.419 5.821
C -0.340 -0.429 4.400
Cl 0.070 0.261 5.927
C 1.822 -1.281 -4.316
C 0.921 -0.079 -4.131
S 0.277 0.127 -2.367
C 1.152 1.674 -1.945
C 2.555 1.419 -1.446
S 2.459 0.314 0.042
C 3.754 -0.972 -0.765
C 3.191 -1.815 -1.877
S 3.478 -1.124 -3.558
H 2.019 -1.438 -5.379
H 1.365 -2.177 -3.898
H 0.026 -0.217 -4.739
H 1.426 0.838 -4.421
H 0.542 2.088 -1.109
H 1.130 2.358 -2.800
H 3.018 2.354 -1.122
H 3.178 0.946 -2.205
H 4.017 -1.591 0.088
H 4.607 -0.370 -1.064
H 2.111 -1.927 -1.770
H 3.651 -2.808 -1.882
C -1.284 4.033 0.530
C -2.114 2.806 0.078
C -3.317 2.664 1.039
C -2.657 3.050 -1.350
N -1.301 1.675 0.092
H -1.900 4.928 0.581
H -0.461 4.208 -0.164
H -0.865 3.826 1.512
H -3.918 3.573 1.032
H -2.946 2.481 2.045
H -3.936 1.822 0.740
H -3.296 3.931 -1.378
H -3.229 2.183 -1.674
H -1.829 3.187 -2.043

- Orbital gap (alpha / beta): 4.39 / 6.52 eV
- Total charge: -1
- HOMO energy (alpha / beta): -2.04 / -4.18 eV
- 2S+1: 5